{"formula": "C45H84BrF8NO18P3", "method": "wB97M-V/def2-TZVPD", "elements": ["C", "C", "C", "N", "C", "C", "C", "O", "C", "Br", "C", "C", "C", "C", "C", "C", "O", "C", "C", "C", "O", "C", "C", "F", "F", "C", "F", "F", "C", "F", "F", "C", "F", "F", "C", "O", "C", "O", "C", "C", "O", "C", "C", "H", "H", "H", "H", "H", "H", "H", "H", "H", "H", "H", "H", "H", "H", "H", "H", "H", "H", "H", "H", "H", "H", "H", "H", "H", "H", "H", "H", "H", "H", "H", "H", "H", "H", "H", "H", "H", "H", "H", "O", "P", "O", "C", "C", "O", "C", "C", "O", "C", "C", "H", "H", "H", "H", "H", "H", "H", "H", "H", "H", "H", "H", "H", "H", "H", "O", "P", "O", "C", "C", "O", "C", "C", "O", "C", "C", "H", "H", "H", "H", "H", "H", "H", "H", "H", "H", "H", "H", "H", "H", "H", "O", "P", "O", "C", "C", "O", "C", "C", "O", "C", "C", "H", "H", "H", "H", "H", "H", "H", "H", "H", "H", "H", "H", "H", "H", "H"], "positions_angstrom": [[2.308, 1.761, 2.950], [1.374, 1.566, 1.888], [0.502, 1.375, 0.544], [0.252, -0.031, 0.055], [-0.823, -0.878, 0.365], [-1.732, -0.808, 1.721], [-2.984, 0.211, 1.733], [-3.548, 0.793, 0.672], [-1.079, -1.939, -0.910], [-2.960, -2.339, -1.485], [0.018, -1.303, -1.950], [0.282, -2.445, -3.087], [1.678, -3.273, -3.000], [3.016, -2.552, -3.574], [2.818, -1.179, -4.427], [2.211, -1.408, -5.966], [1.756, -0.047, -6.395], [0.631, -0.138, -7.337], [-0.241, 0.133, -2.709], [-1.761, 0.727, -2.632], [-2.568, 0.143, -3.713], [-3.509, 1.099, -4.305], [-4.823, 1.462, -3.408], [-5.624, 2.455, -4.220], [-4.544, 2.145, -2.118], [-5.841, 0.222, -3.089], [-7.220, 0.837, -3.003], [-5.624, -0.379, -1.719], [-5.940, -0.930, -4.248], [-6.249, -0.320, -5.596], [-4.726, -1.826, -4.320], [-7.208, -1.988, -3.980], [-6.594, -3.240, -3.396], [-7.864, -2.428, -5.248], [1.146, -0.916, -0.850], [2.444, -0.306, -1.299], [1.721, -1.985, 0.257], [3.125, -2.443, 0.022], [3.384, -3.478, 1.072], [2.967, -5.000, 0.611], [1.628, -5.400, 1.157], [1.123, -6.602, 0.474], [0.220, -6.273, -0.884], [2.846, 2.129, 3.950], [1.012, 1.943, -0.396], [-0.590, 1.879, 0.602], [-2.147, -1.912, 1.967], [-1.016, -0.537, 2.651], [-3.505, 0.437, 2.783], [-0.673, -3.036, -0.777], [0.157, -2.076, -4.207], [-0.588, -3.252, -2.949], [1.517, -4.255, -3.663], [1.939, -3.706, -1.919], [3.559, -3.327, -4.302], [3.818, -2.349, -2.713], [3.915, -0.742, -4.615], [2.229, -0.320, -3.897], [1.368, -2.217, -6.013], [3.127, -1.654, -6.691], [0.321, -1.223, -7.644], [0.926, 0.519, -8.289], [-0.317, 0.420, -6.876], [0.463, 1.017, -2.321], [0.020, 0.066, -3.873], [-2.297, 0.559, -1.605], [-1.697, 1.884, -2.843], [-2.964, 2.101, -4.618], [-3.880, 0.611, -5.330], [-7.961, -1.605, -3.171], [2.806, 0.264, -0.560], [1.773, -1.407, 1.301], [1.097, -2.944, 0.455], [4.521, -3.522, 1.381], [2.760, -3.201, 2.051], [2.960, -5.181, -0.545], [3.752, -5.728, 1.084], [1.964, -7.387, 0.264], [0.356, -7.123, 1.226], [-0.317, -5.233, -0.825], [0.865, -6.315, -1.873], [-0.623, -7.103, -0.990], [-3.887, 1.340, 7.612], [-5.375, 1.221, 7.200], [-5.357, 2.570, 6.240], [-4.763, 2.461, 4.961], [-5.752, 1.890, 3.966], [-5.948, 1.971, 8.570], [-5.364, 1.674, 9.830], [-4.502, 2.840, 10.279], [-7.038, 1.089, 6.740], [-7.807, 0.125, 7.442], [-8.838, 0.828, 8.310], [-3.857, 1.849, 5.007], [-4.469, 3.469, 4.650], [-5.997, 0.852, 4.212], [-5.340, 1.917, 2.953], [-6.690, 2.455, 3.982], [-4.793, 0.740, 9.796], [-6.178, 1.526, 10.547], [-3.709, 3.051, 9.556], [-4.042, 2.633, 11.250], [-5.103, 3.750, 10.360], [-7.165, -0.527, 8.043], [-8.316, -0.495, 6.696], [-8.361, 1.350, 9.143], [-9.551, 0.108, 8.723], [-9.384, 1.581, 7.734], [5.287, -3.877, -9.100], [6.575, -3.406, -9.819], [6.052, -1.849, -10.027], [6.093, -0.984, -8.909], [7.478, -0.390, -8.751], [6.101, -3.967, -11.312], [5.453, -5.226, -11.415], [3.976, -5.017, -11.692], [8.014, -2.880, -10.622], [8.935, -3.897, -10.988], [8.983, -4.021, -12.502], [5.789, -1.513, -8.000], [5.368, -0.184, -9.087], [8.206, -1.164, -8.489], [7.484, 0.370, -7.965], [7.814, 0.066, -9.688], [5.613, -5.834, -10.518], [5.907, -5.765, -12.253], [3.499, -4.433, -10.899], [3.455, -5.976, -11.778], [3.836, -4.456, -12.622], [8.670, -4.851, -10.523], [9.919, -3.599, -10.611], [8.054, -4.442, -12.893], [9.807, -4.673, -12.810], [9.109, -3.040, -12.970], [-0.713, 5.670, 10.817], [0.575, 6.140, 10.098], [0.052, 7.697, 9.889], [0.093, 8.562, 11.008], [1.478, 9.156, 11.165], [0.101, 5.579, 8.605], [-0.547, 4.320, 8.501], [-2.024, 4.530, 8.224], [2.014, 6.666, 9.294], [2.935, 5.649, 8.928], [2.983, 5.525, 7.415], [-0.211, 8.033, 11.916], [-0.632, 9.362, 10.829], [2.206, 8.382, 11.427], [1.484, 9.916, 11.952], [1.814, 9.612, 10.228], [-0.387, 3.713, 9.398], [-0.093, 3.781, 7.664], [-2.501, 5.114, 9.017], [-2.545, 3.571, 8.138], [-2.164, 5.090, 7.295], [2.670, 4.695, 9.394], [3.919, 5.947, 9.305], [2.054, 5.104, 7.024], [3.807, 4.874, 7.106], [3.109, 6.506, 6.946]], "lowdin_charge": [0.11, -0.06, -0.12, -0.01, -0.02, -0.05, -0.12, -0.05, -0.49, 0.80, -0.27, -0.11, -0.18, -0.20, -0.17, -0.19, -0.27, -0.13, -0.07, -0.19, -0.22, -0.08, -0.15, 0.00, 0.01, -0.09, 0.01, -0.01, -0.10, 0.02, -0.01, -0.03, -0.06, -0.01, -0.27, 0.00, -0.10, -0.20, -0.13, -0.15, -0.24, -0.24, -0.09, 0.09, 0.16, 0.17, 0.17, 0.16, 0.14, 0.09, 0.13, 0.11, 0.13, 0.09, 0.13, 0.12, 0.13, 0.09, 0.12, 0.14, 0.10, 0.11, 0.09, 0.13, 0.14, 0.10, 0.14, 0.17, 0.17, 0.19, 0.13, 0.15, 0.13, 0.15, 0.14, 0.13, 0.14, 0.13, 0.14, 0.06, 0.08, 0.09, -0.24, 0.74, -0.23, -0.32, -0.09, -0.23, -0.30, -0.06, -0.22, -0.30, -0.06, 0.09, 0.12, 0.07, 0.06, 0.09, 0.11, 0.11, 0.03, 0.09, 0.09, 0.11, 0.12, 0.07, 0.08, 0.09, -0.24, 0.74, -0.23, -0.32, -0.09, -0.24, -0.31, -0.08, -0.22, -0.30, -0.07, 0.10, 0.12, 0.07, 0.08, 0.09, 0.10, 0.11, 0.07, 0.08, 0.08, 0.11, 0.12, 0.07, 0.08, 0.09, -0.22, 0.74, -0.23, -0.31, -0.09, -0.24, -0.30, -0.07, -0.22, -0.31, -0.07, 0.11, 0.12, 0.06, 0.08, 0.08, 0.11, 0.11, 0.08, 0.05, 0.08, 0.11, 0.12, 0.06, 0.07, 0.09], "total_charge": 1, "homo_ev": -11.04, "orbital_gap_ev": 5.94}

---

{"formula": "C2H11NO3", "method": "wB97M-V/def2-TZVPD", "elements": ["C", "C", "N", "H", "H", "H", "H", "H", "O", "H", "H", "O", "H", "H", "O", "H", "H"], "positions_angstrom": [[-2.878, -0.506, 1.453], [-1.901, -0.772, 0.582], [-1.515, 0.019, -0.560], [-3.083, 0.481, 1.848], [-3.295, -1.364, 1.964], [-1.486, -1.776, 0.601], [-1.210, 0.951, -0.268], [-2.336, 0.283, -1.093], [1.355, -0.779, 0.035], [0.952, -1.016, 0.877], [0.540, -0.918, -0.484], [3.848, -0.709, -1.708], [2.993, -0.584, -1.275], [3.735, -0.303, -2.574], [1.189, 2.567, -0.032], [1.080, 1.639, 0.214], [2.012, 2.788, 0.420]], "lowdin_charge": [0.01, -0.29, 0.00, 0.06, 0.05, 0.09, 0.07, 0.08, -0.06, 0.04, 0.03, -0.07, -0.01, 0.03, -0.07, 0.00, 0.04], "e_above_lowest_kcal_mol": 34.0, "homo_ev": -10.18, "orbital_gap_ev": 10.67}

---

{"formula": "C8H10N3", "method": "wB97M-V/def2-TZVPD", "elements": ["C", "C", "C", "C", "C", "C", "C", "C", "N", "N", "N", "H", "H", "H", "H", "H", "H", "H", "H", "H", "H"], "positions_angstrom": [[-2.875, 0.658, 0.826], [-2.252, -0.180, 1.734], [-2.209, 1.142, -0.276], [-0.909, -0.545, 1.526], [-0.848, 0.823, -0.558], [-0.431, 0.022, 0.421], [-0.153, 1.354, -1.754], [3.405, -0.661, 0.017], [0.991, -3.132, -0.234], [1.637, -2.214, -0.263], [2.116, -1.131, -0.374], [-3.906, 0.933, 0.991], [-2.755, -0.567, 2.606], [-2.685, 1.791, -0.998], [-0.389, -1.204, 2.199], [-0.106, 2.442, -1.710], [0.856, 0.957, -1.819], [-0.702, 1.081, -2.655], [3.890, -1.327, 0.734], [4.033, -0.570, -0.872], [3.291, 0.329, 0.459]], "lowdin_charge": [-0.04, -0.01, 0.02, 0.00, -0.22, 0.21, 0.00, -0.07, 0.24, -0.22, -0.02, 0.13, 0.13, 0.15, 0.14, 0.11, 0.08, 0.11, 0.09, 0.09, 0.08], "total_charge": 1, "e_above_lowest_kcal_mol": 100.0, "homo_ev": -13.40, "orbital_gap_ev": 6.77}

---

{"formula": "C19H28BrClF6NO6", "method": "wB97M-V/def2-TZVPD", "elements": ["C", "C", "C", "C", "C", "Cl", "C", "C", "O", "Br", "C", "C", "C", "C", "N", "O", "H", "H", "H", "H", "H", "H", "H", "H", "H", "H", "H", "H", "H", "H", "H", "H", "H", "H", "C", "C", "O", "C", "O", "C", "F", "F", "F", "H", "H", "H", "H", "H", "C", "C", "O", "C", "O", "C", "F", "F", "F", "H", "H", "H", "H", "H"], "positions_angstrom": [[-1.261, -1.160, -0.287], [-0.525, 0.070, -0.838], [-1.588, 1.122, -1.117], [0.169, -0.346, -2.150], [1.579, 0.237, -2.376], [2.836, -0.892, -1.825], [1.725, 0.444, -3.891], [3.000, 1.156, -4.271], [4.123, 0.692, -4.297], [2.713, 3.058, -4.785], [1.672, 1.601, -1.694], [1.326, 1.627, -0.185], [2.623, 1.550, 0.617], [0.718, 3.000, 0.153], [0.439, 0.508, 0.198], [1.027, -0.465, 0.786], [-0.630, -2.035, -0.312], [-2.083, -1.354, -0.955], [-1.601, -1.002, 0.728], [-1.204, 2.002, -1.620], [-2.371, 0.669, -1.708], [-2.053, 1.434, -0.188], [0.181, -1.422, -2.264], [-0.439, 0.045, -2.957], [0.883, 1.003, -4.267], [1.748, -0.519, -4.390], [2.696, 1.950, -1.768], [1.076, 2.312, -2.253], [3.193, 0.662, 0.400], [3.227, 2.404, 0.325], [2.414, 1.656, 1.673], [0.982, 3.280, 1.159], [1.160, 3.718, -0.528], [-0.353, 3.033, 0.011], [2.231, 2.928, 7.531], [2.022, 3.932, 6.418], [1.372, 3.327, 5.284], [0.058, 3.208, 5.364], [-0.641, 3.550, 6.268], [-0.477, 2.582, 4.066], [0.260, 1.538, 3.690], [-0.446, 3.486, 3.079], [-1.728, 2.175, 4.218], [2.782, 2.062, 7.163], [2.793, 3.382, 8.345], [1.279, 2.574, 7.925], [2.977, 4.292, 6.042], [1.448, 4.793, 6.755], [-3.648, -6.815, -1.443], [-2.717, -6.672, -2.627], [-2.989, -5.461, -3.362], [-2.464, -4.355, -2.868], [-1.793, -4.251, -1.888], [-2.808, -3.170, -3.784], [-4.091, -3.180, -4.143], [-2.066, -3.216, -4.894], [-2.558, -2.019, -3.168], [-4.687, -6.765, -1.768], [-3.480, -7.771, -0.950], [-3.487, -6.019, -0.717], [-2.872, -7.479, -3.339], [-1.672, -6.689, -2.323]], "mulliken_spin": [0.00, 0.01, 0.03, 0.02, 0.00, 0.00, 0.00, 0.00, 0.00, 0.00, 0.01, -0.02, 0.00, 0.04, 0.36, 0.57, 0.00, 0.00, 0.00, 0.00, 0.00, -0.01, 0.00, 0.00, 0.00, 0.00, 0.00, 0.00, 0.01, 0.00, 0.00, -0.01, 0.00, -0.01, 0.00, 0.00, 0.00, 0.00, 0.00, 0.00, 0.00, 0.00, 0.00, 0.00, 0.00, 0.00, 0.00, 0.00, 0.00, 0.00, 0.00, 0.00, 0.00, 0.00, 0.00, 0.00, 0.00, 0.00, 0.00, 0.00, 0.00, 0.00], "multiplicity": 2, "e_above_lowest_kcal_mol": 6.4, "homo_ev": [-8.21, -9.36], "orbital_gap_ev": [8.70, 9.81]}

---

{"formula": "C26H37IN2O5SiZn", "method": "wB97M-V/def2-TZVPD", "elements": ["C", "C", "C", "C", "C", "C", "C", "C", "C", "C", "O", "Si", "C", "C", "C", "C", "C", "O", "I", "N", "C", "O", "C", "C", "C", "O", "C", "C", "C", "C", "C", "C", "O", "C", "N", "H", "H", "H", "H", "H", "H", "H", "H", "H", "H", "H", "H", "H", "H", "H", "H", "H", "H", "H", "H", "H", "H", "H", "H", "H", "H", "H", "H", "H", "H", "H", "H", "H", "H", "H", "H", "H", "Zn"], "positions_angstrom": [[2.505, -2.706, 0.070], [2.965, -2.291, -1.464], [2.564, -3.392, -2.611], [2.529, -0.726, -1.864], [0.914, -0.724, -2.080], [0.081, 0.493, -1.390], [-0.825, -0.334, -0.252], [0.818, 1.680, -0.546], [1.511, 1.384, 0.907], [0.533, 1.570, 2.208], [0.885, 0.452, 3.145], [1.377, 1.071, 4.712], [-0.195, 1.300, 5.800], [2.400, -0.379, 5.556], [2.566, 2.585, 4.662], [2.016, 2.580, -1.290], [1.970, 4.171, -0.869], [1.980, 4.632, 0.408], [1.933, 5.782, -2.412], [-0.288, 2.753, -0.459], [-0.951, 2.710, -1.818], [-1.611, 3.752, -2.344], [-0.837, 1.225, -2.582], [-2.422, 0.824, -2.704], [-2.724, -0.723, -3.143], [-2.228, -1.376, -4.195], [-3.777, -1.599, -2.184], [-5.069, -0.801, -1.564], [-6.115, -1.598, -0.571], [-5.900, -3.177, -0.166], [-4.600, -3.951, -0.832], [-3.524, -3.205, -1.826], [-0.065, 1.597, -3.777], [-0.813, 1.391, -5.024], [-1.424, 1.059, -6.124], [2.633, -1.812, 0.849], [2.977, -3.712, 0.453], [1.328, -2.901, 0.033], [4.158, -2.263, -1.435], [2.654, -4.462, -2.090], [1.502, -3.260, -3.083], [3.422, -3.369, -3.420], [2.939, -0.063, -0.995], [3.043, -0.526, -2.905], [0.730, -0.831, -3.255], [0.510, -1.753, -1.629], [-1.415, -1.250, -0.740], [-1.606, 0.394, 0.226], [-0.132, -0.843, 0.577], [1.902, 0.258, 0.931], [2.482, 2.042, 1.127], [-0.615, 1.377, 1.943], [0.568, 2.624, 2.716], [-1.162, 1.498, 5.128], [-0.088, 2.063, 6.682], [-0.404, 0.242, 6.312], [1.980, -1.444, 5.223], [2.490, -0.256, 6.716], [3.492, -0.325, 5.079], [3.498, 2.402, 5.375], [1.973, 3.491, 5.166], [2.868, 2.942, 3.587], [1.993, 2.499, -2.456], [3.095, 2.191, -0.959], [-1.099, 2.524, 0.155], [-2.886, 0.958, -1.613], [-3.058, 1.572, -3.383], [-5.221, 0.352, -1.817], [-7.033, -1.027, -0.091], [-6.645, -3.735, 0.579], [-4.392, -5.077, -0.564], [-2.569, -3.745, -2.292], [-0.087, -2.803, 0.496]], "lowdin_charge": [-0.05, -0.33, -0.08, -0.12, -0.11, -0.21, -0.06, -0.31, -0.08, -0.22, -0.32, 0.45, -0.21, -0.22, -0.20, -0.11, -0.64, -0.14, 0.81, 0.09, -0.20, 0.04, -0.23, -0.03, -0.21, 0.00, -0.07, 0.02, 0.02, -0.01, -0.02, 0.01, -0.04, -0.12, 0.18, 0.12, 0.14, -0.10, 0.18, 0.10, 0.09, 0.12, 0.11, 0.15, 0.16, 0.06, 0.05, 0.12, 0.04, 0.10, 0.14, 0.11, 0.14, 0.05, 0.06, 0.06, 0.04, 0.06, 0.05, 0.07, 0.07, 0.04, 0.12, 0.14, 0.13, 0.13, 0.18, 0.12, 0.12, 0.12, 0.10, 0.10, 1.13], "total_charge": 2, "homo_ev": -13.58, "orbital_gap_ev": 2.31}

---

{"formula": "C8H14CrN2P", "method": "wB97M-V/def2-TZVPD", "elements": ["C", "C", "C", "C", "C", "Cr", "P", "H", "H", "H", "H", "H", "H", "H", "H", "C", "N", "C", "C", "N", "H", "H", "H", "H", "H", "H"], "positions_angstrom": [[-0.533, 1.306, -2.142], [-0.609, 0.132, -2.919], [-1.751, -0.625, -2.501], [-2.412, 0.087, -1.450], [-1.704, 1.278, -1.190], [1.536, 0.719, 1.559], [3.070, 0.422, 3.462], [0.217, 2.092, -2.187], [0.088, -0.153, -3.704], [-2.066, -1.581, -2.916], [-1.927, 2.042, -0.450], [-3.317, -0.233, -0.939], [2.841, 1.335, 4.546], [4.465, 0.638, 3.204], [3.082, -0.844, 4.133], [-0.174, -4.297, 0.812], [-0.291, -3.318, 1.911], [-1.047, -3.729, 3.112], [0.212, -2.134, 1.807], [0.725, -1.075, 1.747], [-0.406, -5.277, 1.233], [0.847, -4.296, 0.408], [-0.877, -4.072, -0.004], [-0.513, -3.430, 4.024], [-2.051, -3.282, 3.127], [-1.135, -4.817, 3.075]], "mulliken_spin": [-0.01, 0.00, 0.00, 0.00, 0.00, 3.04, -0.08, 0.00, 0.00, 0.00, 0.01, 0.00, 0.01, 0.00, -0.02, 0.00, 0.01, 0.00, 0.07, -0.03, 0.00, 0.00, 0.00, 0.00, 0.00, 0.00], "multiplicity": 4, "e_above_lowest_kcal_mol": 43.5, "homo_ev": [-5.10, -5.07], "orbital_gap_ev": [4.43, 4.35]}